1.
Here is a 2-piece molecular cluster, C3H6N2O overall from the OMol25 dataset. Energies are from wB97M-V/def2-TZVPD.

Element x y z (Å)
N  1.71  -0.12  -0.60
C  1.58  -0.96  -1.48
N  1.40  -1.68  -2.46
H  1.23  -0.33  0.28
H  2.06  -2.44  -2.59
C  -1.14  1.30  0.60
C  -1.14  0.08  1.47
O  -0.29  -0.78  1.46
H  -0.27  1.32  -0.07
H  -1.15  2.20  1.23
H  -2.06  1.32  0.00
H  -1.99  0.00  2.17

## Properties
- Orbital gap: 10.99 eV
- Highest occupied orbital energy: -10.07 eV
- Energy relative to the best compared isomer or geometry (same formula, charge and spin): 161.4 kJ/mol
- SMILES: N=C=N.CC=O

These are the natural (NBO) partial charges, in e, on atoms 1 to 8:
1 N -0.75
2 C 0.65
3 N -0.74
4 H 0.42
5 H 0.39
6 C -0.74
7 C 0.46
8 O -0.55

---

2.
Here is C5H4O2P2 as an isolated structure from the OMol25 dataset. Energies are from wB97M-V/def2-TZVPD.

Element x y z (Å)
C  -0.62  0.02  1.60
C  -1.61  0.34  0.71
C  0.64  -0.08  0.94
C  0.38  0.36  -0.56
C  -1.05  0.46  -0.73
O  2.69  -0.81  -0.27
O  2.02  -0.68  -2.78
P  2.18  -0.67  1.29
P  1.48  -0.71  -1.44
H  -0.78  -0.23  2.66
H  -2.58  0.87  1.06
H  -1.27  -0.39  -1.39
H  -1.47  1.52  -1.09

## Properties
- Orbital gap (alpha / beta): 6.85 / 6.85 eV
- Highest occupied orbital energy (alpha / beta): -8.13 / -8.13 eV
- Energy relative to the best compared isomer or geometry (same formula, charge and spin): 43.4 kJ/mol

These are the natural (NBO) partial charges, in e, on atoms 1 to 8:
1 C -0.25
2 C -0.15
3 C -0.53
4 C -0.40
5 C -0.52
6 O -1.01
7 O -1.00
8 P 0.99

---

3.
Here is C39H37ClN4O2PS2V as an isolated structure from the OMol25 dataset. Energies are from wB97M-V/def2-TZVPD.

Element x y z (Å)
V  -0.76  -0.15  0.00
C  -3.68  2.04  -0.36
C  -2.34  2.69  -0.15
C  -2.28  4.08  -0.18
C  -1.11  4.73  0.12
C  0.00  3.98  0.46
C  -0.09  2.60  0.42
N  -1.24  1.95  0.10
C  1.03  1.76  0.86
C  2.29  2.30  1.05
C  3.26  1.56  1.69
C  2.92  0.33  2.17
C  1.67  -0.24  1.88
N  0.73  0.46  1.17
C  1.53  -1.59  2.48
C  2.64  -2.43  2.42
C  2.65  -3.59  3.17
C  1.55  -3.87  3.95
C  0.46  -3.00  3.94
C  -0.71  -3.30  4.83
N  0.45  -1.88  3.20
H  -4.44  2.68  0.09
H  -3.72  1.06  0.10
H  -3.91  1.95  -1.42
H  -3.18  4.64  -0.41
H  -1.06  5.81  0.12
H  0.92  4.46  0.76
H  2.52  3.29  0.68
H  4.25  1.97  1.84
H  3.61  -0.22  2.79
H  3.48  -2.18  1.80
H  3.50  -4.25  3.16
H  1.53  -4.74  4.59
H  -0.41  -4.02  5.60
H  -1.54  -3.74  4.27
H  -1.07  -2.41  5.33
Cl  -2.40  -0.52  -1.82
C  -1.70  -0.23  -3.38
C  -2.51  -0.24  -4.51
C  -1.93  -0.01  -5.75
C  -0.56  0.23  -5.85
C  0.23  0.24  -4.72
C  -0.33  0.01  -3.46
P  0.68  0.05  -1.94
C  1.76  1.47  -2.35
C  1.15  2.72  -2.43
C  1.88  3.83  -2.83
C  3.22  3.69  -3.19
C  3.82  2.44  -3.15
C  3.10  1.33  -2.73
C  1.74  -1.41  -2.08
C  2.87  -1.48  -1.26
C  3.70  -2.59  -1.31
C  3.38  -3.65  -2.15
C  2.24  -3.60  -2.94
C  1.42  -2.48  -2.91
H  -3.57  -0.43  -4.42
H  -2.55  -0.01  -6.63
H  -0.11  0.41  -6.82
H  1.29  0.42  -4.79
H  0.10  2.83  -2.19
H  1.41  4.80  -2.89
H  3.78  4.55  -3.52
H  4.85  2.32  -3.46
H  3.57  0.36  -2.73
H  3.11  -0.65  -0.60
H  4.59  -2.63  -0.70
H  4.03  -4.51  -2.19
H  1.99  -4.43  -3.58
H  0.54  -2.43  -3.54
O  0.98  -3.86  0.18
S  -0.36  -3.34  0.04
N  -0.42  -1.81  -0.01
O  -2.44  -0.37  1.14
S  -2.59  -1.05  2.50
C  -4.39  -1.38  2.58
C  -4.90  -0.69  3.83
C  -4.19  0.66  3.88
C  -2.71  0.34  3.69
H  -4.55  -2.46  2.58
H  -4.80  -0.95  1.67
H  -4.65  -1.28  4.72
H  -5.99  -0.58  3.80
H  -4.36  1.18  4.82
H  -4.54  1.30  3.07
H  -2.24  -0.01  4.61
H  -2.12  1.16  3.28

## Properties
- Orbital gap (alpha / beta): 7.76 / 7.66 eV
- Highest occupied orbital energy (alpha / beta): -13.61 / -13.77 eV
- Charge: +2
- Multiplicity: 3

These are the natural (NBO) partial charges, in e, on atoms 1 to 8:
1 V 1.03
2 C -0.67
3 C 0.26
4 C -0.18
5 C -0.13
6 C -0.21
7 C 0.16
8 N -0.53